DFT (wB97M-V/def2-TZVPD) results for the molecule C5H10O2 at a distorted geometry.

```
17
Properties=species:S:1:pos:R:3
C -1.6635 0.1824 0.6044
O -0.3630 1.0102 -1.4097
C 0.7557 0.9054 -0.7331
C 0.6131 1.3855 0.7524
O -0.0072 0.0545 1.0815
C 0.8757 -0.5221 -0.0479
C 0.2934 -1.7178 -0.7373
H -1.9872 -0.3107 1.5118
H -2.0468 1.2135 0.5244
H -1.9339 -0.3638 -0.3051
H 1.6915 1.2538 -1.2235
H -0.0971 2.1800 0.9837
H 1.5355 1.4854 1.3362
H 1.8373 -0.7215 0.4446
H 1.0937 -2.2321 -1.2828
H -0.1494 -2.4357 -0.0359
H -0.4479 -1.3670 -1.4636
```

Calculated values
HOMO energy, eV: -7.5
F_max, eV/Å: 2.16
Relative energy (zero: lowest compared OMol25 entry of this formula, charge and spin), kcal per mole: 137.3